Record 1
ORCA calculation (the ωB97M-V functional and the def2-TZVPD basis) on C22H24N4O4S in the gas phase.

Its gap between HOMO and LUMO is 7.68 eV. The calculation puts the energy relative to the best compared isomer or geometry (same formula, charge and spin) at 188.76 kJ/mol. The total energy is -48190.2270 eV. The value obtained for the lowest unoccupied orbital energy is -0.09 eV. As for the SMILES: Cc1ccc(-n2c(C)cc(/C=C3/SC(=O)N(CC(=O)N4CCOCC4)C3=O)c2C)nc1. The HOMO energy comes out at -7.7668 eV. The spin multiplicity is 1.

Last column: natural (NBO) charge in e.
Cartesian coordinates (Å):
C -6.1970 -1.5643 1.4531  -0.63
C -5.0566 -0.7318 0.9629  -0.06
C -3.7598 -1.2396 0.9090  -0.16
C -2.7259 -0.4412 0.4613  -0.24
C -3.0244 0.8673 0.0793  0.36
N -2.0148 1.7236 -0.3801  -0.37
C -2.0981 2.5039 -1.5197  0.17
C -3.2969 2.5029 -2.3955  -0.64
C -0.9233 3.1727 -1.6523  -0.26
C -0.0651 2.7827 -0.5774  -0.17
C 1.2440 3.3054 -0.3873  -0.07
C 2.3318 2.6926 0.1430  -0.31
S 3.8319 3.5883 0.4260  0.28
C 4.7036 2.1233 0.9210  0.55
O 5.8442 2.0860 1.2846  -0.57
N 3.8403 1.0649 0.8527  -0.46
C 4.2943 -0.2998 1.0164  -0.32
C 4.1274 -0.9827 -0.3507  0.69
O 4.4161 -0.3639 -1.3555  -0.63
N 3.6967 -2.2629 -0.3917  -0.43
C 3.1289 -3.0431 0.6863  -0.24
C 1.5981 -2.9904 0.5697  -0.08
O 1.1804 -3.5011 -0.6758  -0.53
C 1.7473 -2.7635 -1.7396  -0.08
C 3.2784 -2.7935 -1.6803  -0.26
C 2.5460 1.2820 0.4028  0.66
O 1.7731 0.3555 0.2384  -0.62
C -0.7912 1.8886 0.2036  0.25
C -0.4817 1.3745 1.5587  -0.66
N -4.2549 1.3553 0.1114  -0.43
C -5.2338 0.5789 0.5362  0.05
H -6.2347 -2.5114 0.9173  0.22
H -7.1421 -1.0451 1.3181  0.22
H -6.0713 -1.7867 2.5125  0.22
H -3.5668 -2.2600 1.2082  0.22
H -1.7193 -0.8184 0.3825  0.23
H -3.1138 3.1382 -3.2574  0.22
H -3.5218 1.4940 -2.7413  0.22
H -4.1658 2.8713 -1.8537  0.24
H -0.6571 3.8428 -2.4449  0.22
H 1.3886 4.3215 -0.7368  0.21
H 3.7109 -0.7634 1.8117  0.21
H 5.3530 -0.2663 1.2861  0.27
H 3.4597 -2.6963 1.6620  0.21
H 3.4634 -4.0785 0.5567  0.20
H 1.1246 -3.6120 1.3318  0.19
H 1.2723 -1.9456 0.6759  0.19
H 1.3824 -3.2239 -2.6585  0.20
H 1.4126 -1.7171 -1.6886  0.18
H 3.7048 -2.1706 -2.4659  0.25
H 3.6438 -3.8201 -1.7745  0.20
H 0.0573 0.4272 1.5022  0.25
H 0.1678 2.0817 2.0723  0.23
H -1.3924 1.2324 2.1377  0.22
H -6.2151 1.0360 0.5362  0.19

***

Record 2
ORCA calculation (the ωB97M-V functional and the def2-TZVPD basis) on CH4BrClSi in the gas phase.

Its gap between HOMO and LUMO is 10.50 eV. The calculation puts the energy relative to the best compared isomer or geometry (same formula, charge and spin) at 274.88 kJ/mol. The total energy is -91543.0550 eV. The value obtained for the lowest unoccupied orbital energy is 0.13 eV. As for the SMILES: [SiH3][C@H](Cl)Br. The HOMO energy comes out at -10.3734 eV. The spin multiplicity is 1.

Last column: natural (NBO) charge in e.
Cartesian coordinates (Å):
Si 0.8818 -0.4020 0.4177  0.92
C -0.7150 0.4341 -0.2320  -0.66
Cl -2.2827 0.5483 0.7266  -0.03
Br -1.3224 -0.3548 -2.0573  -0.01
H 0.8555 -1.7450 0.5266  -0.18
H 1.2013 0.2493 1.7659  -0.14
H 1.7666 -0.2640 -0.7052  -0.15
H -0.3852 1.5341 -0.4422  0.24

***

Record 3
ORCA calculation (the ωB97M-V functional and the def2-TZVPD basis) on a 2-piece molecular cluster, C4H4BrClN2O5 overall.

Its gap between HOMO and LUMO is 10.32 eV. The calculation puts the energy relative to the best compared isomer or geometry (same formula, charge and spin) at 34.01 kJ/mol. The total energy is -99989.1423 eV. The value obtained for the lowest unoccupied orbital energy is -0.24 eV. As for the SMILES: O=[N+]([O-])/N=C1\O[C@@]1(Cl)Br.CC(=O)O. The HOMO energy comes out at -10.5586 eV. The spin multiplicity is 1.

Last column: natural (NBO) charge in e.
Cartesian coordinates (Å):
O -3.3435 -2.6474 -3.2325  -0.30
N -2.2583 -3.0493 -3.3146  0.67
O -1.6278 -3.3473 -4.2741  -0.33
N -1.4706 -3.1866 -2.0666  -0.41
C -1.5028 -4.0405 -1.1805  0.53
O -2.1117 -5.1516 -0.7516  -0.41
C -0.9480 -4.7104 -0.0363  0.08
Cl -1.4050 -4.2581 1.6254  0.07
Br 0.5940 -5.8373 -0.3617  0.12
C 0.5897 0.3165 1.0108  -0.75
C -0.2945 -0.5229 0.1231  0.79
O -1.3424 -0.9592 0.5090  -0.60
O 0.2966 -0.8077 -0.9874  -0.68
H 1.3328 -0.4102 1.3443  0.24
H 0.1069 0.6542 1.9655  0.24
H 1.3592 1.1898 0.7504  0.25
H -0.2690 -1.2487 -1.6479  0.52

***

Record 4
ORCA calculation (the ωB97M-V functional and the def2-TZVPD basis) on a 2-piece molecular cluster, C5H8O2S overall.

Its gap between HOMO and LUMO is 8.89 eV. The calculation puts the energy relative to the best compared isomer or geometry (same formula, charge and spin) at 511.16 kJ/mol. The total energy is -20239.6304 eV. The value obtained for the lowest unoccupied orbital energy is -0.27 eV. The HOMO energy comes out at -9.1601 eV. The spin multiplicity is 1.

Last column: natural (NBO) charge in e.
Cartesian coordinates (Å):
C 0.6181 1.0337 -0.6348  -0.10
C 0.5138 -0.4042 -0.0398  -0.22
C -0.5191 -0.0844 1.1071  -0.42
C -1.7696 -0.6704 0.2102  -0.46
C 1.8904 -0.8803 0.2951  0.40
H -0.7724 1.3987 -2.0077  0.47
H 1.3285 1.7489 -0.0199  0.18
H 1.1692 1.1412 -1.5766  0.19
H -0.2306 -0.5824 2.0104  0.21
H -0.7245 1.0343 1.1985  0.25
H -2.6189 -0.0784 -0.3115  0.24
H -2.3318 -1.3404 0.9854  0.21
H 1.7854 -1.6659 0.9784  0.13
O -0.6536 1.5504 -0.7061  -0.71
O 2.9206 -0.5718 -0.4465  -0.51
S -0.6056 -1.6291 -1.0421  0.13